The following is a DFT calculation (ωB97M-V with the def2-TZVPD basis set) of a molecular structure, C62H45MnN2O4P2S2.

The geometry in ORCA input format:
```
! wB97M-V def2-TZVPD RIJCOSX def2/J DEFGRID3
* xyz 2 5
Mn -0.0890 -0.6325 -1.0073
S -0.9257 -3.3972 0.8184
S -0.3297 2.0797 -0.2607
P -2.5363 -0.1311 -0.6956
P 2.2951 -0.2783 -0.4516
O 0.2306 -3.5307 1.6802
O 0.7110 -2.2391 -2.4082
O -1.1756 -4.8353 0.0545
O 0.1978 1.2467 -1.4701
N -0.4339 -2.5054 -0.5597
N -0.1124 -0.3576 1.4156
C 4.5815 -0.6445 -4.4297
C -4.3768 -3.4942 0.7553
C 0.6413 4.3648 0.7456
C 0.3117 -1.5962 4.6404
C -1.2875 4.3229 -1.5946
C 0.8816 0.7682 4.5551
C 0.6728 -7.2388 -1.9447
C -4.5711 -0.4514 -2.6234
C 2.8261 4.8405 1.5124
C 1.0060 3.1156 0.2818
C -4.1260 -1.0185 -4.9193
C -5.8765 4.9493 -0.6502
C 0.4653 -4.4974 -1.6696
C 3.2256 -1.2873 2.0174
C 2.3332 2.5896 0.4953
C 2.9524 1.3231 0.1968
C -3.3743 1.4487 -0.2337
C -3.3617 -1.3391 0.3903
C -3.8101 -2.1064 2.6360
C -5.1751 3.6408 -0.3865
C -5.0276 -0.7353 -3.8988
C -3.8327 3.7480 -0.7929
C -0.2810 -5.3436 -0.8573
C 3.3676 0.0242 -4.3596
C -4.6983 1.3703 0.1746
C -4.3328 -3.2895 2.1266
C 0.2653 -3.0609 -1.5673
C 0.4503 -0.4037 3.9289
C 3.6336 -3.8334 0.9777
C 2.6922 0.1065 -3.1533
C 1.5356 5.2507 1.3611
C 0.5921 -1.6031 5.9948
C -2.3041 -0.7345 -3.3885
C 3.2029 3.5469 1.0837
C 3.1679 -2.8184 0.1601
C -2.7639 -1.0174 -4.6672
C 4.4441 -1.1524 -2.0810
C 2.9665 -1.5351 0.6712
C 4.3151 1.1847 0.4130
C 3.6758 -2.3110 2.8369
C -5.5958 2.4575 0.1511
C -1.5503 3.1288 -0.9534
C -4.8249 5.8213 -1.3882
C 3.2266 -0.4790 -2.0049
C 4.0075 5.5614 2.1045
C -3.8835 -2.5289 -0.1128
C 1.1649 0.7420 5.9081
C 1.4547 -6.4036 -2.7435
C 5.1769 4.5560 1.9948
C 3.8777 -3.5832 2.3196
C -2.8822 2.7282 -0.6397
C -3.3221 -1.1384 1.7740
C 5.1172 -1.2297 -3.2917
C -0.1911 -6.7169 -0.9983
C 1.0119 -0.4388 6.6260
C 1.3428 -5.0358 -2.6133
C -2.2982 5.2614 -1.8525
C 4.5773 3.3457 1.3309
C -3.2019 -0.4579 -2.3579
C 5.1487 2.1656 0.9623
C 0.1331 -0.3715 2.5375
C -3.5616 4.9998 -1.3807
H -3.9097 -2.7051 -1.1804
H 3.8828 -2.1114 3.8812
H -2.0629 -1.2365 -5.4619
H 2.1393 -6.8260 -3.4661
H 1.2228 -0.4512 7.6875
H 6.2048 1.9669 1.0943
H 0.4872 -2.5183 6.5620
H 5.1096 -0.7113 -5.3720
H 3.7932 -4.8228 0.5682
H 1.9186 -4.3562 -3.2286
H -5.1335 6.0304 -2.4139
H -5.2786 -0.2313 -1.8331
H -4.7103 -4.0477 2.8009
H 4.7787 0.2425 0.1544
H -6.7819 4.8079 -1.2398
H 0.0052 -2.4927 4.1150
H 2.9449 0.4765 -5.2475
H 5.5758 4.2904 2.9746
H 6.0646 -1.7509 -3.3429
H 2.9893 -3.0121 -0.8909
H -2.0570 6.1819 -2.3682
H -1.2356 -0.7356 -3.2049
H -3.7902 -1.9363 3.7054
H 1.5044 1.6405 6.4059
H -0.7969 -7.3556 -0.3686
H -4.4906 -1.2378 -5.9145
H 1.1960 6.2265 1.6836
H -6.0914 -0.7392 -4.0994
H -0.3815 4.6888 0.6387
H -5.0889 0.4126 0.4860
H 4.2253 -4.3798 2.9650
H 0.7380 -8.3122 -2.0635
H -4.6762 6.7861 -0.9037
H 3.0975 -0.2905 2.4235
H -6.1825 5.4063 0.2921
H -4.7940 -4.4104 0.3578
H -6.6112 2.3166 0.4997
H 4.2087 6.4835 1.5586
H 4.8677 -1.6299 -1.2073
H -2.9296 -0.2088 2.1707
H 0.9847 1.6787 3.9762
H 3.8061 5.8419 3.1386
H 6.0100 4.9520 1.4136
H -0.2666 4.5617 -1.8699
H 1.7467 0.6321 -3.1013
*
```

Output
- HOMO level (spin up / spin down) (eV) = -12.76 / -12.79
- LUMO energy (spin up / spin down) (eV) = -6.7188 / -5.0561
- orbital gap (spin up / spin down) (eV) = 6.04 / 7.73

***

The following is a DFT calculation (ωB97M-V with the def2-TZVPD basis set) of a single C6H9N molecule.

The geometry in ORCA input format:
```
! wB97M-V def2-TZVPD RIJCOSX def2/J DEFGRID3
* xyz 0 1
N 1.7533 0.0351 -0.6017
C 1.4850 1.3270 0.0438
C 0.9987 -1.0313 0.1281
C -1.3789 -0.0003 0.9732
C -1.7151 -0.7333 -0.3011
C 0.4576 0.7484 -0.8313
C -0.3193 -0.2779 -0.0452
H -1.7214 1.0237 1.1007
H 1.2792 1.3790 1.1138
H -1.3478 -0.5833 1.8913
H -1.9653 -1.7890 -0.2434
H -2.2688 -0.1838 -1.0598
H 2.1065 2.1268 -0.3508
H 1.0587 -1.9500 -0.4639
H 0.1931 1.1251 -1.8164
H 1.3437 -1.2276 1.1514
*
```

Output
- SMILES = C1[C@H]2N1CC21CC1
- HOMO level (eV) = -8.92
- LUMO energy (eV) = 1.0925
- orbital gap (eV) = 10.01

***

The following is a DFT calculation (ωB97M-V with the def2-TZVPD basis set) of a molecular structure, C20H31IrN10O.

The geometry in ORCA input format:
```
! wB97M-V def2-TZVPD RIJCOSX def2/J DEFGRID3
* xyz 3 2
Ir 0.0653 -0.6312 0.4742
O 1.0206 0.0590 2.2027
N 1.7332 1.8126 0.9256
N -1.1883 -1.1652 -1.0676
N 2.8684 3.0078 2.4780
N 2.8237 3.7887 0.2660
N -3.1411 0.9740 2.5184
N -0.9968 -1.8576 1.6347
N -2.0018 -1.6686 -3.1853
N -0.6647 0.2090 -2.8612
N -2.5655 -2.2429 3.0917
N -1.4668 0.6494 1.1529
C -0.3174 1.2995 -1.9711
C 2.3616 1.8459 3.1848
C 1.8251 -1.6986 -1.5369
C -2.8678 2.1836 1.9290
C -1.2807 -0.8825 -2.3642
C 3.0331 -1.2017 0.3039
C 1.6370 1.1542 2.0626
C 1.9330 -2.0500 0.7310
C -2.7974 -1.1237 -4.2932
C 2.5035 2.9180 1.2059
C -0.0706 0.2486 -4.2020
C -2.3524 -3.0326 -2.8085
C -1.8629 -3.4150 2.9407
C -2.0187 -1.3188 2.2957
C 3.7127 4.0254 3.0974
C -1.8175 1.9739 1.0866
C -0.8815 -3.1699 2.0337
C 2.9179 -0.9821 -1.0687
C 1.1774 -2.3694 -0.4030
C -2.2757 0.0743 2.0313
H -1.8738 -1.8506 -0.7819
H 3.6115 4.9700 2.5673
H 3.5808 -0.3794 -1.6699
H -2.1156 -4.3114 3.4805
H 1.6878 2.1201 3.9992
H -1.3138 2.6742 0.4448
H 3.4447 4.5627 0.4368
H -2.6709 -0.0494 -4.3661
H -3.4401 3.0676 2.1513
H -2.5123 -1.5894 -5.2359
H 3.8077 -0.8347 0.9593
H -3.8724 0.8138 3.1961
H 1.0088 0.3889 -4.1135
H 3.1634 1.2251 3.5917
H -1.5209 -3.5173 -2.2987
H -3.2497 -3.0708 -2.1826
H 2.5293 3.6205 -0.6807
H -3.3599 -2.1208 3.7038
H -0.1384 -3.8505 1.6577
H 0.4774 -3.1803 -0.5278
H 3.3754 4.1865 4.1186
H -2.5578 -3.5959 -3.7161
H -0.0059 2.1495 -2.5752
H 1.5140 -1.7842 -2.5667
H 0.5190 1.0579 -1.2951
H -1.1851 1.6033 -1.3860
H 1.8802 -2.4933 1.7138
H -0.2535 -0.6810 -4.7291
H -3.8506 -1.3346 -4.1047
H 4.7571 3.7155 3.1062
H -0.4815 1.0742 -4.7821
*
```

Output
- HOMO level (spin up / spin down) (eV) = -16.83 / -17.13
- LUMO energy (spin up / spin down) (eV) = -9.2493 / -10.0979
- orbital gap (spin up / spin down) (eV) = 7.58 / 7.03

***

The following is a DFT calculation (ωB97M-V with the def2-TZVPD basis set) of a single C7H12 molecule.

The geometry in ORCA input format:
```
! wB97M-V def2-TZVPD RIJCOSX def2/J DEFGRID3
* xyz 0 1
C -0.5133 -3.0292 -0.5336
C 0.3963 1.9277 -1.1795
C -0.0950 1.5789 0.1830
C 0.5486 0.4563 0.9491
C 0.6829 -0.8057 0.0802
C 0.1564 -1.9823 0.4342
C -0.9416 2.3711 0.8421
H -0.0409 0.1644 1.8124
H -1.3479 -3.3601 0.1055
H 0.2059 -3.7646 -0.8874
H -1.1088 -2.5126 -1.2990
H 1.4066 -0.7043 -0.7278
H -0.1721 -2.1405 1.4886
H 1.4839 2.1245 -1.2475
H -0.1144 2.7044 -1.7249
H -0.9813 2.3837 1.9339
H -1.6261 2.9354 0.1583
H 1.5527 0.6725 1.3809
H 0.5082 0.9805 -1.7686
*
```

Output
- SMILES = C=C(C)C/C=C/C
- HOMO level (eV) = -8.59
- LUMO energy (eV) = 1.0035
- orbital gap (eV) = 9.60

***

The following is a DFT calculation (ωB97M-V with the def2-TZVPD basis set) of 13 unconnected molecules or ions with the total composition C12H50N24O13.

The geometry in ORCA input format:
```
! wB97M-V def2-TZVPD RIJCOSX def2/J DEFGRID3
* xyz 0 1
O -2.9232 -1.1971 -3.4026
O 2.7173 4.4613 1.7444
O 0.9095 4.6087 -0.9540
O 0.4827 -5.5281 3.3249
O 0.5194 2.1476 -3.8336
O -4.2178 -0.4996 0.8029
O -2.0057 -2.0509 3.3167
O -1.2449 0.3005 7.2272
O 3.6255 -1.9570 -1.7974
O -0.0952 -0.4042 -6.4383
O -2.1455 3.1103 3.4813
O 2.6808 -0.5758 1.3179
O -1.5686 -0.0197 -0.5405
N 0.3611 -3.8645 1.7865
N -0.8395 2.5967 -5.5804
N 4.1716 2.7191 2.1903
N -2.6869 0.9997 2.7833
N -2.8500 -4.1023 3.8858
N 1.7822 0.1205 -5.2525
N -0.7133 4.6333 0.5959
N 0.6805 -0.3760 -0.8020
N -4.4137 0.1695 -4.3798
N -0.5918 2.8585 -0.8523
N 4.7406 -1.3703 0.8175
N -1.2864 -1.7603 6.2263
N 0.9402 -3.3495 3.9229
N 1.8810 -1.4368 -6.9345
N 4.4534 -0.9010 -3.6561
N -3.4414 2.8071 1.6120
N -4.2167 -2.4978 2.9701
N -0.3458 4.2408 -4.0343
N -0.9404 0.1061 4.9691
N 4.1513 -0.9717 2.9931
N -3.0612 1.0066 -2.7087
N 2.2861 2.3419 0.9846
N 3.9338 -3.1491 -3.6936
N -0.3975 -0.9401 1.1487
C -0.0826 4.0541 -0.4558
C -1.1709 -0.4064 6.2331
C 3.8001 -0.9402 1.6966
C 3.9709 -1.9907 -2.9950
C 3.0352 3.2836 1.6427
C 1.1027 -0.5699 -6.2128
C -0.2198 2.9467 -4.4418
C -2.9794 -2.8124 3.4128
C -3.3931 -0.0633 -3.4965
C 0.5896 -4.3270 3.0472
C -0.4682 -0.4076 -0.1023
C -2.6945 2.3505 2.6745
H 2.8560 -1.5456 -6.7664
H 0.8940 -3.5622 4.9034
H -4.9630 -3.1533 2.8648
H 1.5174 -0.6620 -0.3107
H -1.0592 -0.3955 4.1091
H 1.3269 2.4958 0.7390
H -0.1224 2.4010 -1.6198
H 4.8454 -0.9785 -4.5761
H -4.1884 -1.6497 2.3965
H 0.3856 4.5689 -3.4215
H 0.6734 -0.2511 -1.7986
H 0.2709 -4.4543 0.9812
H -1.5415 3.1495 -6.0371
H 5.6293 -1.7734 1.0461
H -1.2976 -1.0330 1.5798
H 4.3915 -1.5981 -0.1185
H -4.6027 1.1389 -4.5571
H 5.0702 -1.1970 3.3192
H -1.2352 -2.1849 5.3154
H 1.3520 -1.8901 -7.6606
H -2.3763 0.5935 3.6556
H -3.4666 1.9082 -2.8524
H -3.6906 -4.6405 3.8690
H -1.3826 -2.2718 7.0817
H -0.2570 5.3739 1.0953
H 4.2223 1.7263 2.1067
H -2.5937 0.7409 -1.8422
H -0.9351 4.9224 -4.4705
H -1.5765 4.2624 0.9471
H 1.0184 -2.4244 3.5493
H 4.6054 -0.0491 -3.1459
H -5.1216 -0.4614 0.4659
H 0.5078 -1.0814 1.5669
H 4.8178 3.2454 2.7441
H -4.1068 2.1475 1.2548
H 0.0335 -2.9190 1.6396
H 1.2963 0.8505 -4.7343
H 3.7361 -4.0235 -3.2505
H -1.9207 -4.3984 4.1287
H -3.6579 -0.6039 0.0096
H -0.6601 1.7103 -6.0362
H -3.4605 3.7783 1.3710
H 2.7211 1.4841 0.7055
H 3.3989 -0.8463 3.6498
H -0.7251 1.0929 4.9726
H 4.0695 -3.0594 -4.6841
H 2.6401 -0.2995 -4.9318
H -3.1011 0.4326 2.0686
H -4.5542 -0.5916 -5.0219
H -1.5044 2.5817 -0.5437
*
```

Output
- HOMO level (eV) = -8.69
- LUMO energy (eV) = -0.0937
- orbital gap (eV) = 8.59

***

The following is a DFT calculation (ωB97M-V with the def2-TZVPD basis set) of a molecular structure, CHI3S.

The geometry in ORCA input format:
```
! wB97M-V def2-TZVPD RIJCOSX def2/J DEFGRID3
* xyz 0 1
I -0.8993 1.8642 -0.9543
I -1.7804 -0.8335 1.0939
I -0.6405 -1.4301 -2.1580
S 2.1012 -0.2824 0.8868
C -0.6431 -0.1810 -0.5302
H 1.8622 0.8628 1.6618
*
```

Output
- HOMO level (spin up / spin down) (eV) = -8.32 / -8.32
- LUMO energy (spin up / spin down) (eV) = -2.8386 / -2.8387
- orbital gap (spin up / spin down) (eV) = 5.49 / 5.49

***

The following is a DFT calculation (ωB97M-V with the def2-TZVPD basis set) of a molecular structure, C28H27FIrN5O9S2.

The geometry in ORCA input format:
```
! wB97M-V def2-TZVPD RIJCOSX def2/J DEFGRID3
* xyz 0 1
Ir 1.4504 -1.8210 -2.6267
S 2.8472 -2.1318 -0.8390
S 3.1159 -2.7244 -3.9449
F -1.9935 2.7271 0.8848
O 3.8898 6.8326 -3.0275
O 1.2041 1.3855 -1.5750
O 2.2631 0.0083 -3.0267
O 5.6515 1.7167 -5.9946
O 6.1462 3.8098 -5.9926
O 0.5925 -3.6560 -2.3693
O 2.3838 6.1008 -1.6813
O -0.2216 -1.0072 -1.6627
O -0.8544 -5.1565 -1.5997
N -4.3994 2.5243 5.2158
N -2.4564 -2.7475 1.2363
N 3.2106 5.9440 -2.5569
N 5.5150 2.8499 -5.5945
N -3.6236 1.6093 3.0208
C -3.4261 3.0630 3.0380
C -0.9744 -3.0157 -0.6499
C -3.0131 -4.6560 2.7865
C -3.1926 -3.4030 3.5901
C -5.4057 1.5622 4.6585
C 4.3425 4.3750 -4.0693
C 1.9979 1.1294 -2.4783
C 4.3069 -2.8346 -1.5398
C 2.8255 2.2623 -3.0604
C -3.4126 -3.3887 2.1044
C 5.3796 -3.1048 -0.5188
C 3.4006 4.5776 -3.0830
C -4.1829 3.6436 4.2463
C 2.6394 3.5442 -2.5714
C -1.3817 0.5969 0.1830
C 5.6408 -3.7017 -3.4746
C -2.0954 1.3843 1.0417
C -0.3706 -4.0307 -1.6222
C -2.9174 0.8396 2.0389
C 4.4144 -3.0854 -2.8352
C -0.8213 -1.6000 -0.7572
C -5.0421 1.3091 3.1863
C -2.3325 -1.3672 1.2115
C 3.7640 2.0254 -4.0571
C -1.7945 -3.5017 0.3130
C -3.0113 -0.5408 2.1117
C -1.5108 -0.7869 0.2442
C 4.5048 3.0887 -4.5407
H -2.3635 3.2673 3.1304
H 6.2639 -3.5456 -0.9743
H 3.9089 1.0242 -4.4403
H -3.7394 -5.4510 2.8698
H -3.5109 2.0205 5.2851
H -5.2454 0.2716 2.9475
H 5.8536 -4.6844 -3.0488
H -1.9984 -4.9967 2.6331
H 4.9328 5.1913 -4.4552
H -3.7924 3.5512 2.1327
H 6.5194 -3.0674 -3.3380
H -4.4360 -3.3068 1.7534
H 5.6696 -2.1775 -0.0141
H 5.0096 -3.7808 0.2590
H -3.6246 -0.9894 2.8799
H -5.6557 1.9291 2.5202
H -0.7108 1.0350 -0.5560
H -1.9642 -4.5696 0.3473
H 5.4775 -3.8242 -4.5448
H -4.0581 -3.3222 4.2351
H -3.6117 4.4358 4.7226
H -2.2993 -2.9274 3.9736
H -6.3959 2.0017 4.7569
H -5.1615 4.0312 3.9718
H -5.3542 0.6519 5.2518
H -4.6742 2.8596 6.1367
H 1.9082 3.7244 -1.7977
*
```

Output
- HOMO level (eV) = -5.05
- LUMO energy (eV) = -2.0002
- orbital gap (eV) = 3.05

***

The following is a DFT calculation (ωB97M-V with the def2-TZVPD basis set) of 2 unconnected molecules or ions with the total composition C9H14O.

The geometry in ORCA input format:
```
! wB97M-V def2-TZVPD RIJCOSX def2/J DEFGRID3
* xyz -1 2
O 1.3801 0.4324 -2.1828
C 0.0413 2.6618 0.4556
C -0.5473 3.0764 -0.8895
C -0.9075 -0.8866 0.3115
C 1.5596 -1.4004 -0.6239
C 1.1234 -2.1098 0.5265
C -0.1860 -1.8181 1.0122
C -0.8272 -2.7188 2.0270
C 0.7858 -0.4551 -1.3036
C -0.5260 -0.2218 -0.8713
H -0.5256 1.8543 0.9136
H -1.1362 -2.2492 2.9724
H 2.5581 -1.5384 -1.0397
H -1.2384 0.3591 -1.4399
H -0.4288 2.4090 -1.7344
H -1.8542 -2.9651 1.6938
H -1.6457 3.1354 -0.8572
H -1.9692 -0.7888 0.5715
H -0.2822 -3.6457 2.1512
H 0.1308 3.3875 1.2710
H 1.9250 -0.0098 -2.8514
H -0.2051 4.0873 -1.1456
H 1.0728 2.3835 0.2287
H 1.7023 -2.9791 0.8046
*
```

Output
- HOMO level (spin up / spin down) (eV) = 0.95 / -3.45
- LUMO energy (spin up / spin down) (eV) = 3.8278 / 3.7033
- orbital gap (spin up / spin down) (eV) = 2.88 / 7.15

***

Max |F| (eV/Å)
1.14 0.40 1.39 2.96 2.41 1.98 1.15 2.11